Here is a structure of composition C28H49BMnN7O from the Open Molecules 2025 dataset. Energies are from the ωB97M-V functional and the def2-TZVPD basis.

Energy above the lowest of the compared OMol25 structures with the same formula, charge and spin, eV: 0.000
⟨S²⟩: 1.1503
LUMO level (alpha / beta), Ha: -0.06353 / -0.06345
E_tot, Ha: -2730.6783
Net charge: +1
2S+1: 2

The geometry in XYZ format:
```
87
C28H49BMnN7O | the Open Molecules 2025 dataset | the ωB97M-V functional and the def2-TZVPD basis
Mn 0.01845 0.13033 0.62548
C -2.43954 0.48405 -4.11607
C -2.40688 0.24559 -2.64648
C -3.40401 -0.20693 -1.79900
C -2.84492 -0.19634 -0.51556
N -1.57670 0.19548 -0.60271
N -1.31127 0.47524 -1.90186
B 0.03954 1.18437 -2.19556
N 0.19950 2.33468 -1.16730
N 0.19355 2.09461 0.17712
C 0.25404 3.26443 0.79740
C 0.32618 4.29035 -0.15444
C 0.28088 3.66445 -1.38246
C 0.30954 4.26384 -2.74605
C 0.22134 3.41657 2.29605
C -1.06094 4.16688 2.68139
C 1.44524 4.22569 2.74473
C 0.24133 2.05853 2.99775
N 1.18105 0.15147 -1.97343
N 1.52759 -0.12172 -0.69007
C 2.65715 -0.83051 -0.71049
C 3.02536 -1.05308 -2.04310
C 2.08020 -0.39509 -2.81085
C 1.97785 -0.26673 -4.29121
C 3.42705 -1.19280 0.53756
C 3.48823 -2.71879 0.68819
C 2.80292 -0.54864 1.77437
C 4.85056 -0.63448 0.38763
C -3.50774 -0.50036 0.80319
C -4.85991 0.22443 0.84675
C -2.64751 0.01779 1.95975
C -3.73545 -2.01096 0.93813
H -3.38098 0.12764 -4.52735
H -1.62497 -0.03404 -4.62124
H -2.34714 1.54605 -4.34448
H -4.41162 -0.46270 -2.07627
H 0.06084 1.59883 -3.31026
H 0.39284 5.34930 0.02172
H 0.38661 5.34579 -2.66618
H -0.59572 4.02524 -3.30396
H 1.16093 3.90075 -3.32128
H -1.09437 5.15122 2.21507
H -1.10830 4.30068 3.76299
H -1.94819 3.61670 2.36272
H 1.43981 5.22408 2.30928
H 2.37039 3.73176 2.44484
H 1.44702 4.33262 3.83042
H -0.54197 1.38217 2.61604
H 0.02812 2.18574 4.06012
H 1.21369 1.57328 2.91747
H 3.89176 -1.57717 -2.40816
H 2.82959 -0.75008 -4.76447
H 1.96070 0.77853 -4.59843
H 1.06789 -0.73706 -4.66573
H 2.48851 -3.13938 0.83531
H 4.10421 -2.99243 1.54611
H 3.92148 -3.18144 -0.19879
H 1.78902 -0.90818 1.96214
H 2.81535 0.53808 1.67079
H 3.37777 -0.80286 2.66634
H 5.38126 -1.12251 -0.42987
H 5.41711 -0.80087 1.30474
H 4.82852 0.43650 0.18388
H -4.74009 1.28893 0.64370
H -5.31614 0.10873 1.83042
H -5.54962 -0.18430 0.10820
H -2.48152 1.09425 1.86148
H -1.69485 -0.51962 2.03417
H -3.14695 -0.15391 2.91445
H -4.29634 -2.39726 0.08722
H -4.30142 -2.23007 1.84489
H -2.78540 -2.54566 0.99483
C -0.09449 -5.33237 0.22008
N -0.09408 -4.07649 0.96194
C -0.05618 -4.16198 2.41578
C -0.13094 -2.89715 0.34577
C -0.19762 -2.86519 -1.15122
O -0.11356 -1.83868 1.00896
H -0.02866 -6.14743 0.93463
H 0.76294 -5.39790 -0.44940
H -1.01168 -5.45459 -0.35669
H -0.84436 -4.83147 2.75791
H -0.20958 -3.17787 2.84340
H 0.90898 -4.55326 2.74551
H -1.12683 -3.32145 -1.49675
H 0.63178 -3.42181 -1.58810
H -0.15623 -1.83205 -1.49358
```

=====

Here is a structure of composition C3H6N at a distorted geometry from the Open Molecules 2025 dataset. Energies are from the ωB97M-V functional and the def2-TZVPD basis.

Energy above the lowest of the compared OMol25 structures with the same formula, charge and spin, eV: 3.463
LUMO level, Ha: -0.15954
E_tot, Ha: -172.2313
Net charge: +1

The geometry in XYZ format:
```
10
C3H6N | the Open Molecules 2025 dataset | the ωB97M-V functional and the def2-TZVPD basis
C -0.13134 -0.60713 1.24706
C 1.00135 0.01108 1.07667
C -0.45416 0.57408 -0.99221
N 0.17059 -0.43003 -0.15110
H -1.25725 -1.10040 1.96070
H 2.06148 0.28891 1.36164
H -1.11650 1.16982 -0.32874
H 0.30978 1.10961 -1.64478
H -1.10558 0.16324 -1.81795
H 0.52162 -1.17918 -0.71130
```

=====

Here is a structure of composition C34H38FMnN5STe from the Open Molecules 2025 dataset. Energies are from the ωB97M-V functional and the def2-TZVPD basis.

⟨S²⟩: 0.7745
LUMO level (alpha / beta), Ha: -0.24941 / -0.24917
E_tot, Ha: -3508.6763
Net charge: +2
2S+1: 2

The geometry in XYZ format:
```
81
C34H38FMnN5STe | the Open Molecules 2025 dataset | the ωB97M-V functional and the def2-TZVPD basis
Mn -0.16217 -0.44017 0.59906
C 2.79534 -3.33772 -0.74678
C 1.62976 -2.44406 -0.48654
N 1.60705 -1.47156 0.35610
N 2.76698 -1.30142 1.11088
C 3.05460 -0.10964 1.45301
N 4.15995 0.17345 2.18493
S 2.04956 1.34316 1.05188
C 0.34986 -2.63019 -1.20870
C 0.21275 -3.52277 -2.24932
C -1.00949 -3.60465 -2.91246
C -2.03738 -2.78136 -2.50895
C -1.82800 -1.91828 -1.43983
N -0.67198 -1.84869 -0.79173
H 3.69719 -2.96384 -0.27646
H 2.96284 -3.45059 -1.81803
H 2.58708 -4.33273 -0.34517
H 4.65352 -0.60790 2.59397
H 4.21897 1.05516 2.66676
H 1.03969 -4.14956 -2.54831
H -1.14198 -4.29871 -3.73146
H -3.00342 -2.80124 -2.99382
H -2.61454 -1.27069 -1.08408
C -5.85660 -0.24805 0.26680
C -4.43360 -0.71773 0.57769
C -4.35469 -2.24887 0.54635
C -3.90959 -0.20358 1.90523
C -4.71503 -0.36429 3.02892
C -4.29703 0.04043 4.28153
C -3.04563 0.61265 4.41477
C -2.20571 0.78393 3.31784
C -0.83387 1.37002 3.59891
C 0.22189 0.25814 3.56271
C -0.50225 2.62724 2.78963
C -2.63607 0.36867 2.04813
N -1.76140 0.51200 0.90122
C -2.13657 1.38994 -0.10288
C -3.26172 2.22321 -0.11626
C -3.56001 3.01175 -1.21809
C -2.74991 3.02019 -2.34897
C -1.59289 2.25254 -2.34813
C -1.33635 1.50186 -1.23087
F -0.10304 0.77729 -1.18672
H -6.14927 -0.57734 -0.73209
H -5.93422 0.83967 0.29912
H -6.58383 -0.65998 0.96698
H -3.80343 -0.31183 -0.21218
H -5.01197 -2.67840 1.30423
H -3.34191 -2.60547 0.75203
H -4.67277 -2.63981 -0.42430
H -5.68943 -0.82341 2.91949
H -4.93755 -0.08850 5.14370
H -2.70804 0.94494 5.38960
H -0.85786 1.69869 4.63951
H 0.16137 -0.37323 2.65931
H 0.06069 -0.44583 4.38015
H 1.24219 0.64662 3.64911
H -0.46530 2.45344 1.71630
H 0.45399 3.04833 3.11429
H -1.26731 3.38371 2.96632
H -3.90367 2.23524 0.75553
H -4.44627 3.63231 -1.19301
H -3.00289 3.62025 -3.21107
H -0.90630 2.24672 -3.18594
C 3.27707 0.15532 -2.14970
Te 2.64942 1.91069 -1.14288
C 4.70880 2.25854 -0.79447
C 5.38566 1.52426 -1.92824
C 6.69399 1.81358 -2.29950
C 7.29358 1.09631 -3.32266
C 6.58646 0.10301 -3.99167
C 5.28018 -0.18546 -3.63204
C 4.68362 0.51299 -2.58710
H 2.59013 0.00211 -2.98118
H 3.20674 -0.69046 -1.46444
H 4.93864 1.83479 0.18302
H 4.89365 3.33055 -0.77413
H 7.23894 2.60366 -1.79784
H 8.31313 1.31928 -3.60709
H 7.05037 -0.43925 -4.80465
H 4.72733 -0.94940 -4.16528
```

=====

Here is a structure of composition C14H43FeO8 at a distorted geometry from the Open Molecules 2025 dataset. Energies are from the ωB97M-V functional and the def2-TZVPD basis.

Energy above the lowest of the compared OMol25 structures with the same formula, charge and spin, eV: 1.631
⟨S²⟩: 6.0065
LUMO level (alpha / beta), Ha: -0.14253 / -0.15714
E_tot, Ha: -2424.5590
Net charge: +1
2S+1: 5

The geometry in XYZ format:
```
66
C14H43FeO8 | the Open Molecules 2025 dataset | the ωB97M-V functional and the def2-TZVPD basis
Fe 0.56219 1.31466 -2.62257
O -0.04857 0.10127 -1.23169
H 0.49959 -0.47475 -0.69415
C -3.41981 0.45918 -3.72977
C -2.63381 1.29911 -2.75170
O -1.36705 1.72110 -3.32467
H -3.70548 1.03701 -4.61722
H -4.39119 0.21165 -3.29743
H -2.91566 -0.42899 -4.10585
H -2.48145 0.76108 -1.81888
H -3.16422 2.21286 -2.47540
H -1.60476 2.29130 -4.06687
C 0.57662 4.35338 0.75104
C 1.11108 3.34727 -0.27074
O 0.04409 2.86243 -1.10986
H 0.00358 3.84617 1.52156
H -0.03853 5.07496 0.21061
H 1.41819 4.91951 1.14941
H 1.56825 2.52751 0.29493
H 1.92885 3.76475 -0.85758
H -0.53615 2.40533 -0.45957
C 2.75689 1.48590 3.30693
C 2.20894 0.33650 2.49055
O 3.29668 -0.46068 2.04585
H 3.46967 2.06826 2.72219
H 3.26278 1.15802 4.21643
H 1.98603 2.16144 3.68522
H 1.55577 0.71762 1.68424
H 1.49349 -0.25974 3.08008
H 2.86508 -1.20877 1.58632
C -1.93459 1.35044 3.17468
C -1.91144 0.55165 1.88440
O -1.16719 1.24602 0.87903
H -2.76392 0.97443 3.77244
H -2.12075 2.41041 2.99350
H -0.97331 1.27678 3.67581
H -2.90023 0.23588 1.54337
H -1.35625 -0.37593 2.07678
H -0.90807 0.64300 0.14622
C 3.42339 -1.21728 -1.14097
C 3.19276 0.27470 -0.91615
O 2.71284 0.91962 -2.10395
H 2.51848 -1.75740 -1.42161
H 3.85033 -1.67633 -0.24684
H 4.20092 -1.40587 -1.88667
H 4.16068 0.65138 -0.57956
H 2.48539 0.42609 -0.10287
H 3.48083 1.15672 -2.63746
C 0.11966 -3.78836 1.70099
C 0.90693 -2.81629 0.83067
O 2.30826 -2.92583 1.10001
H -0.95181 -3.67652 1.52098
H 0.26282 -3.51768 2.75059
H 0.42567 -4.82655 1.59116
H 0.54405 -1.79481 0.94886
H 0.76695 -3.10294 -0.21702
H 2.60826 -3.78391 0.79017
C -3.49625 -3.52798 -1.37189
C -2.67838 -2.30553 -1.06016
O -1.36669 -2.47263 -1.60756
H -3.05239 -4.40739 -0.89429
H -3.54132 -3.76129 -2.43309
H -4.48520 -3.47671 -0.91409
H -2.62020 -2.08068 0.01039
H -3.11159 -1.41431 -1.53048
H -0.92976 -1.61023 -1.63677
```

=====

Here is the molecule C2H3F3N2 at a distorted geometry from the Open Molecules 2025 dataset. Energies are from the ωB97M-V functional and the def2-TZVPD basis.

Energy above the lowest of the compared OMol25 structures with the same formula, charge and spin, eV: 2.458
LUMO level, Ha: 0.00619
E_tot, Ha: -487.0346

The geometry in XYZ format:
```
10
C2H3F3N2 | the Open Molecules 2025 dataset | the ωB97M-V functional and the def2-TZVPD basis
C 1.31539 0.38406 -0.32066
C -1.32312 0.01984 0.25282
N 0.88174 -0.73555 0.20817
N -0.34843 -0.86440 0.57029
F -1.34057 1.20284 0.92699
F -1.23029 0.52951 -1.08000
F -2.45298 -0.54814 0.45443
H 0.62894 1.24779 -0.32865
H 2.34056 0.32096 -0.72833
H 1.52875 -1.55690 0.04492
```

=====

Here is a structure of composition C3H12FeN6O7P at a distorted geometry from the Open Molecules 2025 dataset. Energies are from the ωB97M-V functional and the def2-TZVPD basis.

Energy above the lowest of the compared OMol25 structures with the same formula, charge and spin, eV: 1.223
⟨S²⟩: 6.0136
LUMO level (alpha / beta), Ha: 0.09051 / 0.09057
E_tot, Ha: -2582.0770
Net charge: -1
2S+1: 5

The geometry in XYZ format:
```
30
C3H12FeN6O7P | the Open Molecules 2025 dataset | the ωB97M-V functional and the def2-TZVPD basis
Fe -29.39800 -13.04888 8.27744
P -29.33531 -14.38342 6.36680
O -29.71958 -14.98632 7.77552
O -28.03976 -13.56089 6.75528
O -30.37472 -13.15248 6.47920
O -29.47243 -15.17379 5.10669
C -30.63889 -10.26527 7.60144
O -30.16246 -11.12704 8.32309
N -31.24294 -10.66246 6.46473
N -30.47926 -8.91651 7.83882
H -31.11351 -11.66792 6.23020
H -31.54311 -9.98470 5.78926
H -30.93539 -8.27544 7.22182
H -29.83715 -8.69800 8.57459
C -30.56892 -12.76123 11.22756
O -30.07732 -13.32556 10.27040
N -29.94689 -12.72171 12.45558
N -31.80423 -12.17353 11.19248
H -30.46794 -12.91583 13.29054
H -28.98458 -13.01522 12.40562
H -32.02490 -11.65686 12.02303
H -32.46630 -12.40008 10.47537
C -26.88230 -12.79452 10.02196
O -27.73081 -12.33176 9.28479
N -26.56949 -12.22977 11.24528
N -26.22322 -13.92672 9.66820
H -25.75192 -12.58973 11.70230
H -26.87569 -11.27776 11.33237
H -26.44749 -14.33939 8.76874
H -25.45189 -14.21218 10.24035
```

=====

Here is a structure of composition C12H16Cl2HfN2O2P at a distorted geometry from the Open Molecules 2025 dataset. Energies are from the ωB97M-V functional and the def2-TZVPD basis.

Energy above the lowest of the compared OMol25 structures with the same formula, charge and spin, eV: 4.186
LUMO level (alpha / beta), Ha: -0.60393 / -0.60386
E_tot, Ha: -2035.4052
Net charge: +3

The geometry in XYZ format:
```
36
C12H16Cl2HfN2O2P | the Open Molecules 2025 dataset | the ωB97M-V functional and the def2-TZVPD basis
C 0.44753 -2.88690 -1.17012
C -0.57009 -2.01861 -0.61717
H -0.08107 -3.71763 -1.65549
H 1.08487 -3.27288 -0.36655
H 1.12810 -2.39618 -1.88644
O -1.71959 -2.31262 -0.32579
Cl 2.37785 -0.55708 -0.21313
Hf 0.21898 0.08606 -0.08020
P 0.10247 0.79545 -2.47457
C -1.50581 1.36022 -2.99255
C 1.21052 2.21321 -2.61487
H 1.65717 -0.77489 -3.42975
H 0.63819 0.04984 -4.64867
H -0.03624 -1.28133 -3.65745
C 0.64039 -0.41497 -3.65700
H 2.10664 2.08010 -1.98354
H 1.49170 2.31652 -3.65827
H -1.43516 1.67780 -4.03947
H -1.82774 2.20157 -2.36201
H 0.67895 3.10384 -2.25409
H -2.24997 0.55402 -2.90569
C -1.87232 0.53048 -0.01026
O -2.98613 0.83750 0.12326
Cl 0.61247 2.44024 0.37809
N 0.00413 0.02552 7.22942
C 0.00416 0.03021 6.08567
C 0.02789 -0.01316 4.67648
C 0.70441 -1.02555 4.02758
C 0.66918 -1.08770 2.65516
N -0.04819 -0.13575 2.01812
C -0.71598 0.84856 2.59801
C -0.71724 0.97493 3.98155
H 1.25083 -1.76377 4.59382
H 1.21708 -1.86201 2.09877
H -1.25124 1.62896 2.05906
H -1.25676 1.76600 4.47811
```

=====

Here is a structure of composition CH5N4O2 at a distorted geometry from the Open Molecules 2025 dataset. Energies are from the ωB97M-V functional and the def2-TZVPD basis.

Energy above the lowest of the compared OMol25 structures with the same formula, charge and spin, eV: 2.988
LUMO level, Ha: -0.20937
E_tot, Ha: -410.1832
Net charge: +1

The geometry in XYZ format:
```
12
CH5N4O2 | the Open Molecules 2025 dataset | the ωB97M-V functional and the def2-TZVPD basis
C -1.26528 -0.31429 0.88816
N -1.03486 0.62883 1.76106
N 1.43200 -0.45294 -1.93883
N -0.34176 -0.28731 -0.39545
N 0.69647 0.37835 -0.55171
O -2.04552 -1.22215 0.86868
O 1.12272 1.31986 -0.07823
H -0.25919 1.29782 1.84135
H -1.55661 0.65455 2.56920
H 1.79827 0.20356 -2.47452
H 2.00320 -1.12432 -1.46761
H -0.54943 -1.08195 -1.02209
```